No. 1
C18H17NO6S2 | wB97M-V/def2-TZVPD

XYZ file:
```
44
Properties=species:S:1:pos:R:3:forces:R:3
C -4.63468 -2.86319 -0.00351 -0.2 0.0 0.1
H -5.39419 -3.32959 -0.62813 0.0 0.0 0.1
H -4.53939 -3.42405 0.93040 0.0 0.0 0.0
H -4.92920 -1.83254 0.21428 0.0 0.0 0.0
O -3.44264 -2.91169 -0.75922 0.3 0.0 -0.2
C -2.31458 -2.38767 -0.24245 0.3 0.1 0.1
C -2.21264 -1.80110 1.02003 -0.2 -0.2 -0.1
C -1.00718 -1.26204 1.43222 0.2 0.0 0.0
C 0.08850 -1.30236 0.59381 0.5 0.1 0.4
C 0.01519 -1.91456 -0.64634 -0.1 -0.2 0.0
C -1.17996 -2.45554 -1.06324 -0.1 0.0 0.1
H -1.27452 -2.93460 -2.02415 0.0 -0.1 -0.1
H 0.89708 -1.95886 -1.26491 0.1 0.0 -0.2
S 1.61899 -0.52641 1.08098 0.0 -0.2 -0.3
O 2.70739 -1.39486 0.76047 0.0 -0.1 -0.2
O 1.51054 -0.03522 2.41931 -0.3 0.1 0.1
N 1.64867 0.82080 -0.00641 -0.9 -1.0 0.6
C 2.67277 1.47197 -0.68392 1.1 0.3 -0.2
O 2.40676 2.19111 -1.61932 -0.1 0.0 0.1
C 4.09825 1.31938 -0.20141 0.3 0.0 0.0
C 4.25125 1.29274 1.31579 0.0 0.1 -0.1
H 5.30184 1.41622 1.57061 0.1 0.0 0.0
H 3.68862 2.10296 1.77477 0.0 0.1 0.1
H 3.90843 0.35304 1.73377 0.2 0.0 0.1
H 4.59463 2.21997 -0.58622 -0.2 -0.1 0.0
C 4.75732 0.10855 -0.87102 -0.1 0.1 0.0
H 4.64322 0.16624 -1.95147 0.0 0.0 -0.1
H 5.81841 0.09933 -0.63428 0.1 0.0 0.0
H 4.31168 -0.81291 -0.50969 0.1 0.0 -0.1
C 0.31890 1.21879 -0.29513 -0.8 0.8 -0.2
C -0.48114 1.62027 0.76818 -0.1 0.3 -0.4
C -1.81446 1.87960 0.51767 -0.3 0.0 -0.3
C -2.33162 1.78201 -0.77584 0.9 -0.1 0.7
C -1.52068 1.44126 -1.84186 -0.3 0.1 0.1
C -0.19266 1.14831 -1.59005 0.0 0.0 0.2
H 0.45725 0.86533 -2.40034 0.1 -0.1 -0.1
H -1.93118 1.38727 -2.83611 0.0 0.0 -0.2
O -3.66981 2.02124 -0.87493 -0.1 -0.1 -1.2
C -4.27672 2.29782 0.28148 -0.1 0.2 1.4
O -5.43982 2.50476 0.41039 0.0 0.0 -0.3
S -3.08942 2.29320 1.63725 -0.1 0.0 -0.2
H -0.07088 1.68617 1.76205 0.0 0.0 0.1
H -0.90694 -0.80494 2.40357 -0.1 0.1 0.1
H -3.06136 -1.75618 1.68293 -0.1 0.0 0.0
```
Positions in Å, forces in eV/Å.

Net charge: 0
E_tot: -1998.68820 Ha
HOMO level: -8.90 eV
Energy relative to the best compared isomer or geometry (same formula, charge and spin): 5.6 kcal/mol
SMILES string: COc1ccc(S(=O)(=O)N(C(=O)C(C)C)c2ccc3oc(=O)sc3c2)cc1
Max |F|: 1.5 eV/Å



No. 2
C8H26N12O12Pb | wB97M-V/def2-TZVPD

XYZ file:
```
59
Properties=species:S:1:pos:R:3:forces:R:3
Pb -0.66713 0.29127 0.17048 -0.5 0.9 0.1
O 2.19026 5.39666 -2.25655 0.1 0.5 -0.6
C 1.17359 5.13134 -1.38310 -1.6 2.5 0.2
O 0.21112 5.88651 -1.19785 -0.4 2.3 -1.7
O 1.27268 4.17610 -0.69126 1.7 -6.1 2.5
H 2.01312 6.30567 -2.50937 0.0 0.3 -0.4
O -5.39730 0.38943 0.28173 -0.3 -1.8 0.1
C -5.55262 1.70678 0.33735 -0.5 3.1 -0.7
O -4.49519 2.34380 0.56133 0.9 -0.1 0.2
O -6.66637 2.24273 0.09690 0.9 -1.2 0.5
H -6.29854 0.08490 0.15282 -0.3 -0.4 -0.2
C 2.95012 -0.12390 -4.17172 -0.9 1.0 1.8
O 2.27221 -0.22011 -3.18300 -1.6 -1.4 2.0
N 3.29231 1.03463 -4.61053 1.1 4.4 -1.8
N 3.49076 -1.04984 -4.89048 1.4 -5.1 -1.9
H 2.86752 1.84582 -4.18435 0.3 0.1 -0.4
H 3.87042 1.03124 -5.43870 -0.3 1.1 0.3
H 3.35891 -2.01128 -4.61056 0.1 0.2 -0.2
H 3.99533 -0.86039 -5.74466 -0.2 -0.2 0.4
C -1.27272 -3.06567 4.28875 -1.0 2.4 -1.8
O -1.77287 -2.37212 3.40099 -0.1 -0.5 -0.4
N -1.95720 -3.81644 5.10330 -4.1 -2.7 1.6
N -0.01764 -3.01279 4.59546 4.5 0.1 0.8
H -2.89487 -4.01699 4.78606 0.0 0.3 0.1
H -1.72537 -4.34326 5.93325 0.7 0.4 -0.4
H 0.31754 -3.58680 5.35590 0.3 0.2 -0.4
H 0.63855 -2.54015 3.99038 -0.2 0.0 0.3
C -3.43219 1.94276 -4.58392 -0.3 -1.0 3.2
O -2.95760 1.29520 -3.62504 0.0 0.8 -1.7
N -3.87798 3.18986 -4.51568 -0.2 2.0 0.3
N -3.75278 1.44496 -5.77548 0.6 -2.2 -1.8
H -4.27250 3.52737 -5.38202 0.1 0.7 0.8
H -3.89113 3.72020 -3.65623 0.0 -0.1 -0.3
H -4.44736 1.88840 -6.35945 0.3 -0.5 0.1
H -3.46377 0.48617 -5.90703 -0.4 0.2 -0.4
C -0.40365 -5.43034 -1.66177 -0.6 1.1 0.9
O -0.58370 -4.30477 -1.28723 0.0 2.5 0.4
N 0.24079 -6.32978 -1.01244 3.4 -4.0 3.5
N -0.88968 -5.93164 -2.75591 -2.2 0.0 -4.4
H 0.79088 -6.16700 -0.18117 -0.4 0.4 -0.2
H 0.31934 -7.26369 -1.38893 0.2 0.3 0.1
H -1.34967 -5.20950 -3.29166 -0.3 -0.6 -0.3
H -1.04163 -6.91159 -2.94750 0.1 0.5 0.0
C 4.62430 -0.00398 1.88412 -2.0 -1.2 -1.4
O 3.48768 -0.43172 1.87543 -1.1 -0.1 0.5
N 5.48440 -0.06632 2.85674 2.0 -0.6 3.6
N 5.25574 0.48285 0.83046 1.1 1.9 -3.4
H 6.18240 0.66367 2.85607 0.1 -0.6 0.5
H 5.39021 -0.77443 3.57075 0.0 0.6 0.2
H 4.77968 0.97499 0.08798 -0.1 -0.5 0.0
H 6.20218 0.17258 0.66288 -0.3 0.4 0.0
C -0.48038 2.65668 5.20666 1.4 1.4 -5.6
O -0.44587 2.30388 4.03487 0.5 0.0 -1.4
N -0.12202 3.84466 5.62698 0.9 3.2 1.6
N -0.87497 1.85227 6.07961 -2.3 -4.7 5.8
H 0.40094 4.51240 5.07858 -0.4 -0.4 -0.2
H -0.21046 4.03371 6.61517 0.2 0.3 -0.3
H -0.89565 2.10617 7.05696 0.0 -0.4 -0.2
H -0.96215 0.87863 5.82561 -0.2 0.4 0.1
```
Positions in Å, forces in eV/Å.

Net charge: 0
E_tot: -2073.13466 Ha
HOMO level: -6.25 eV
Energy relative to the best compared isomer or geometry (same formula, charge and spin): 315.9 kcal/mol
Max |F|: 7.8 eV/Å



No. 3
C5H13PS | wB97M-V/def2-TZVPD

XYZ file:
```
20
Properties=species:S:1:pos:R:3:forces:R:3
C -1.13449 -3.38089 -0.35246 -1.3 0.4 0.7
C 1.00991 -2.50466 -1.08275 0.9 -1.9 -1.4
C -1.14314 1.67540 0.75009 0.7 1.1 -0.5
C 0.71654 3.47175 -0.31198 0.8 0.0 1.0
C -0.26769 -2.27737 -0.76188 2.8 0.0 -0.2
P 0.56883 1.66984 0.17298 1.3 0.2 0.0
S 1.41585 1.64260 2.13846 1.4 -2.0 -1.0
H -0.62748 -4.35375 -0.44511 -0.6 0.3 -0.4
H -1.24678 -3.17941 0.70600 -0.3 -0.4 0.6
H -2.17983 -3.27383 -0.72419 0.8 -0.6 -0.2
H 1.70264 -1.69895 -1.34128 -0.2 -0.2 0.3
H 1.43668 -3.59014 -1.28805 -1.0 2.3 0.5
H 2.12922 0.44343 1.77806 -0.9 1.7 0.9
H -1.31507 0.71304 1.17722 -0.6 -0.7 -0.1
H -1.19128 2.40839 1.55121 -0.6 0.3 -0.1
H -1.64927 1.95802 -0.17885 -0.9 -0.3 0.6
H 1.54242 3.78097 -0.96594 0.1 -0.7 0.2
H -0.17025 3.61319 -0.89606 -0.7 0.6 -0.1
H 0.81616 4.11793 0.59650 -0.6 -0.4 -0.8
H -0.41299 -1.23553 -0.52197 -1.0 0.2 -0.2
```
Positions in Å, forces in eV/Å.

Net charge: 0
E_tot: -937.78734 Ha
HOMO level: -8.92 eV
Energy relative to the best compared isomer or geometry (same formula, charge and spin): 56.1 kcal/mol
SMILES string: CP(C)S.C=CC
Max |F|: 2.8 eV/Å



No. 4
C5H10O2 | wB97M-V/def2-TZVPD

XYZ file:
```
17
Properties=species:S:1:pos:R:3:forces:R:3
O -1.14321 -1.55226 2.57044 0.1 -0.3 0.1
C -0.25101 -1.00137 1.61325 0.2 0.1 -0.2
C -1.06297 -0.80477 0.34867 -0.1 -0.1 -0.3
C 0.45510 1.69225 0.07836 -0.1 -0.1 -0.2
C 0.18900 1.28793 -1.16369 0.2 0.3 0.1
C 1.05449 0.35624 -1.96257 0.0 -0.1 0.0
O -0.93607 -1.47352 -0.65034 -0.1 0.1 0.5
H -1.42027 -2.42641 2.26007 0.1 0.2 0.1
H 0.61994 -1.63095 1.38275 -0.2 -0.1 0.2
H 0.11318 -0.04600 2.01404 -0.3 -0.3 -0.1
H -1.87785 -0.06636 0.45580 -0.1 -0.1 -0.1
H 1.30949 1.28703 0.62011 0.0 0.2 -0.2
H -0.18079 2.38984 0.62191 0.1 -0.1 -0.2
H 1.62376 0.91883 -2.71772 -0.1 -0.1 0.2
H -0.70766 1.65464 -1.66634 0.2 0.0 0.1
H 1.75258 -0.18635 -1.31697 0.0 0.2 -0.1
H 0.46228 -0.39877 -2.48776 0.0 0.2 0.1
```
Positions in Å, forces in eV/Å.

Net charge: 0
E_tot: -346.93007 Ha
HOMO level: -9.75 eV
Energy relative to the best compared isomer or geometry (same formula, charge and spin): 59.8 kcal/mol
SMILES string: O=CCO.C=CC
Max |F|: 0.5 eV/Å